{"formula": "C42H65BN9NiPSSi", "method": "wB97M-V/def2-TZVPD", "elements": ["H", "H", "H", "C", "H", "C", "H", "H", "C", "Si", "C", "C", "H", "H", "H", "H", "H", "C", "H", "C", "N", "Ni", "C", "H", "C", "H", "H", "H", "C", "C", "H", "C", "N", "H", "N", "H", "H", "C", "H", "C", "C", "H", "N", "H", "P", "H", "H", "H", "H", "N", "H", "C", "C", "H", "H", "C", "H", "C", "H", "C", "H", "H", "H", "H", "H", "H", "H", "C", "S", "H", "B", "C", "C", "C", "N", "H", "H", "H", "C", "H", "C", "H", "H", "H", "C", "H", "C", "H", "H", "C", "C", "N", "H", "N", "H", "C", "C", "H", "H", "H", "C", "C", "C", "C", "C", "H", "C", "H", "H", "C", "H", "H", "C", "N", "H", "C", "H", "H", "C", "H", "H"], "xyz": [[-3.983448, 3.353476, 1.660755], [-4.965072, -3.240779, 1.613600], [1.930521, -1.645632, 4.666548], [4.384603, 0.088519, 1.488433], [4.612120, -3.707411, 1.149674], [-4.780839, 2.632057, 1.865810], [-2.341910, -2.551803, 4.349952], [4.943612, -0.811660, 4.361219], [1.586896, 2.088762, -7.560318], [3.544595, -2.279290, 2.893483], [2.046578, -2.488909, 3.989729], [2.826509, -3.329137, -1.509128], [1.778021, 1.064675, 5.104042], [1.814261, -3.403451, -1.119938], [-0.341295, -0.785817, -6.228658], [-6.559592, 1.942813, 0.874997], [-0.399872, 2.034206, 5.849230], [-2.507668, -1.882728, -2.212691], [2.967479, -4.258710, 1.491227], [5.016966, -1.821982, 3.959173], [2.068445, -1.229481, -2.614307], [0.655474, -0.227613, -1.425752], [4.149254, 2.558598, -7.713140], [-1.687779, 3.443956, 4.548826], [-5.613544, 2.416603, 0.607066], [-4.834569, -4.300853, 2.988546], [-2.941083, -1.085951, -1.612413], [-1.756126, 2.838437, 2.242736], [1.303838, 3.028529, -3.830996], [-4.875420, 1.558742, -0.438336], [-0.307800, 4.251219, 3.845208], [-0.671107, -0.856159, -5.206903], [-0.558602, -0.629534, -3.024469], [-2.907730, 0.722840, -0.792743], [2.960778, 1.328070, -5.960702], [0.811747, 3.265506, 5.636199], [0.083325, 4.004891, -0.036115], [-1.073706, 0.969862, 3.151433], [4.995644, 1.894784, -7.546219], [1.080050, 1.514109, 4.394658], [4.333843, 1.114255, 0.566893], [-2.371267, -4.370648, 2.736306], [1.690372, 0.935362, -5.675162], [5.144265, 1.821647, 0.468383], [-1.651151, -0.014774, 1.699906], [1.697750, 2.009171, 3.639727], [-4.954250, 0.705114, 2.797037], [-3.920399, -0.389898, 1.153274], [-3.113247, -4.702913, 1.189003], [2.478632, -0.450114, -3.651856], [-0.020679, -0.343761, 4.484424], [3.986494, -2.044310, -3.413186], [-4.228597, -2.245973, 3.392054], [-3.323451, -2.467931, -2.632700], [0.587924, 4.891017, -2.903586], [-1.869576, -1.706858, 2.437028], [-2.793129, -0.883497, 4.238495], [0.716503, 3.825941, -2.879171], [4.273074, -4.616114, 2.613053], [2.282829, -0.649665, 0.736272], [0.817527, -0.092857, 2.978053], [-5.371413, 0.587532, -0.541734], [4.082893, -0.461885, -4.994440], [-2.904731, -2.273277, 0.596896], [-1.359608, -3.046084, 0.811036], [5.055549, -2.502578, 4.810940], [-0.039206, 2.556561, 2.155384], [-0.711356, 3.267576, 4.089620], [0.865163, -1.640836, 0.585791], [-3.534868, 1.592644, 3.254789], [1.392078, 0.479687, -4.262614], [0.231347, 0.418128, 3.743904], [-1.766303, -1.503286, -4.680113], [-4.334396, -3.479833, 2.474594], [1.283304, 1.755109, -3.395124], [4.398043, 3.532781, -7.290256], [-2.885982, 2.241762, 0.052210], [4.020879, 2.687465, -8.786209], [-3.433217, 1.300301, -0.030152], [3.523108, -3.241953, -0.677332], [3.344988, -0.847468, 1.623943], [3.123522, 1.988886, -1.014146], [-2.525844, -2.039032, -5.217369], [5.967113, -1.913547, 3.433978], [2.967497, -2.203466, -2.471730], [-0.858895, -1.960564, 2.767930], [3.626958, -0.936286, -4.148535], [-0.221647, 1.297543, -6.548080], [-4.917595, 2.023429, -1.424028], [-1.646685, -1.338330, -3.296058], [-3.385841, 0.556150, 1.313637], [0.669363, 1.703950, -2.196680], [-4.700936, -2.458920, 4.352987], [2.240812, 0.341274, -0.176441], [-0.503436, 2.335571, -0.002966], [-2.252553, -2.728447, 1.352255], [0.202018, 2.543858, 5.092391], [2.205411, -3.379050, 4.600830], [3.045213, -4.268519, -2.019173], [-5.873345, 3.387514, 0.184296], [-2.978955, -3.926338, 1.943390], [-2.786864, -1.817336, 3.673594], [-0.417394, 3.232065, -0.616727], [0.846047, 1.418379, -6.619174], [3.225681, 1.214636, -0.264709], [1.118190, -2.625857, 3.441670], [2.913073, 1.998816, -7.096033], [-5.391212, 3.089895, 2.646063], [-4.797762, -1.414919, 2.971141], [0.317920, 2.939220, -1.870730], [5.259023, 0.006294, 2.118951], [-1.424471, 3.585244, -0.843958], [3.875837, -3.856254, 1.938786], [0.044327, -0.316590, -4.208681], [4.837815, -2.680640, -3.568562], [-4.162367, 1.343702, 2.400384], [1.741208, 3.267343, -4.783786], [1.228321, 2.567464, -8.453181], [-0.905339, 2.452667, 2.812539], [-1.838230, 0.895409, 3.930092], [-1.939269, -2.534505, -1.549261]], "atomic_forces_ev_per_a": [[-0.01, 0.00, -0.02], [-0.01, 0.01, 0.01], [-0.01, 0.09, 0.07], [-0.10, -0.26, 0.12], [0.06, 0.02, 0.00], [0.11, 0.17, 0.03], [0.04, -0.02, -0.05], [-0.04, 0.07, 0.02], [-0.19, -0.11, 0.17], [0.01, 0.14, -0.24], [0.15, -0.02, 0.00], [-0.03, -0.14, 0.01], [-0.01, -0.02, 0.00], [0.00, 0.04, 0.02], [-0.03, 0.01, 0.03], [-0.01, -0.02, 0.02], [-0.03, -0.04, 0.00], [-0.10, -0.13, 0.01], [-0.06, 0.02, -0.05], [-0.12, -0.12, -0.04], [0.10, 0.20, 0.24], [0.47, 0.19, -0.29], [0.10, 0.02, -0.06], [0.01, 0.03, -0.01], [-0.12, 0.04, 0.00], [0.05, -0.02, 0.03], [-0.05, 0.03, 0.05], [-0.03, -0.02, 0.04], [0.14, -0.02, -0.04], [-0.07, -0.18, -0.03], [0.02, -0.01, -0.06], [0.03, -0.17, -0.15], [-0.02, 0.10, 0.10], [-0.01, 0.02, -0.04], [0.27, -0.23, 0.14], [0.02, 0.00, -0.01], [0.02, 0.04, 0.06], [0.12, 0.30, -0.18], [0.01, 0.01, 0.03], [0.13, 0.01, 0.02], [-0.03, 0.19, -0.24], [0.00, -0.01, 0.04], [0.17, 0.06, -0.13], [0.02, 0.02, 0.03], [-0.03, -0.50, 0.86], [-0.01, 0.02, -0.03], [-0.01, -0.01, -0.01], [0.14, 0.01, -0.03], [0.01, 0.02, -0.03], [-0.15, -0.28, -0.22], [0.01, -0.02, 0.04], [-0.06, 0.14, -0.18], [-0.09, 0.06, 0.07], [-0.01, 0.01, -0.02], [-0.02, 0.11, -0.01], [0.00, -0.04, -0.02], [-0.02, 0.01, 0.03], [0.05, -0.09, -0.01], [0.00, -0.04, 0.06], [0.21, 0.17, 0.00], [0.04, 0.01, -0.06], [0.00, 0.03, -0.02], [0.07, 0.06, -0.12], [-0.06, 0.00, 0.07], [0.02, -0.01, 0.03], [0.01, -0.05, 0.03], [0.06, 0.03, 0.02], [-0.12, 0.04, 0.08], [-0.74, -0.04, 0.08], [-0.01, 0.00, 0.01], [0.21, -0.11, -0.03], [0.05, -0.22, 0.02], [0.10, 0.01, 0.05], [-0.12, -0.06, -0.05], [-0.56, 0.27, -0.27], [-0.01, 0.01, 0.02], [-0.04, 0.00, 0.01], [-0.01, 0.00, -0.02], [0.23, 0.05, 0.03], [-0.03, 0.05, 0.03], [0.09, 0.10, 0.09], [0.01, 0.02, -0.06], [-0.07, -0.04, -0.03], [0.04, 0.01, -0.06], [-0.06, 0.06, 0.01], [0.00, 0.10, 0.00], [0.02, -0.01, 0.02], [0.03, 0.00, -0.01], [0.05, 0.03, 0.01], [0.11, -0.07, -0.16], [-0.08, -0.06, -0.42], [0.07, -0.38, 0.10], [-0.01, 0.04, -0.02], [-0.21, -0.16, 0.21], [0.02, -0.01, -0.03], [0.01, 0.05, -0.26], [0.02, 0.00, 0.14], [0.01, -0.06, 0.05], [0.05, 0.03, 0.00], [-0.01, 0.01, 0.00], [0.02, -0.08, 0.03], [-0.07, 0.12, 0.07], [-0.05, 0.01, 0.13], [-0.18, 0.21, -0.16], [0.15, 0.03, 0.12], [-0.05, -0.02, -0.10], [0.00, -0.01, 0.03], [-0.01, -0.04, 0.01], [0.06, -0.01, -0.04], [0.05, 0.05, 0.12], [0.03, -0.01, 0.06], [0.02, 0.04, 0.02], [0.01, 0.08, 0.15], [-0.19, 0.12, 0.22], [0.06, -0.04, 0.00], [0.02, -0.03, 0.22], [0.02, 0.07, -0.07], [-0.03, 0.03, -0.05], [-0.04, 0.00, -0.25], [-0.10, -0.05, -0.12], [0.06, 0.01, 0.00]], "mulliken_spin": [0.00, 0.00, 0.00, -0.03, 0.00, 0.00, 0.00, 0.00, 0.00, -0.01, 0.01, 0.06, 0.00, -0.03, 0.00, 0.00, 0.00, -0.01, 0.00, 0.00, 0.08, 1.70, 0.00, 0.00, 0.00, 0.00, 0.01, -0.01, 0.00, 0.00, 0.00, 0.00, 0.04, 0.01, 0.00, 0.00, 0.00, 0.12, 0.00, 0.00, 0.07, 0.00, 0.00, 0.00, 0.12, 0.00, 0.01, 0.02, 0.00, -0.01, 0.00, 0.01, 0.00, 0.00, 0.00, 0.02, 0.00, 0.00, 0.00, 0.01, 0.02, 0.00, 0.00, 0.00, 0.00, 0.00, 0.00, 0.00, 0.49, 0.00, -0.02, -0.02, 0.00, 0.00, -0.03, 0.00, 0.00, 0.00, 0.02, -0.01, 0.06, 0.01, 0.00, 0.00, -0.01, -0.05, 0.00, 0.00, 0.00, 0.00, 0.09, 0.08, 0.00, 0.08, 0.02, 0.05, 0.00, 0.00, 0.00, 0.00, 0.00, 0.01, -0.03, 0.00, 0.00, -0.01, 0.00, 0.00, 0.00, -0.01, 0.00, 0.00, 0.01, 0.00, 0.00, 0.00, 0.00, 0.00, 0.01, 0.02, 0.00], "multiplicity": 4, "homo_lumo_gap_ev": [9.0, 5.6], "total_charge": 1}